Entry 1:
{"formula": "C29H25ClN4ORuSSe", "method": "ωB97M-V with the def2-TZVPD basis set", "symbols": ["Ru", "Se", "Cl", "S", "O", "N", "N", "N", "N", "C", "C", "C", "C", "C", "C", "C", "C", "C", "C", "C", "C", "C", "C", "C", "C", "C", "C", "C", "C", "C", "C", "C", "C", "C", "C", "C", "C", "C", "H", "H", "H", "H", "H", "H", "H", "H", "H", "H", "H", "H", "H", "H", "H", "H", "H", "H", "H", "H", "H", "H", "H", "H", "H"], "coordinates": [[14.891, 15.173, 5.374], [14.652, 12.737, 5.577], [19.840, 18.183, 9.219], [15.669, 11.781, 8.343], [16.768, 15.166, 5.270], [14.766, 17.306, 5.549], [15.675, 9.211, 9.046], [14.564, 9.677, 7.025], [12.899, 15.638, 4.758], [10.714, 15.120, 4.099], [15.390, 7.864, 8.938], [14.306, 8.380, 6.911], [15.738, 17.923, 6.140], [11.160, 17.385, 4.981], [12.503, 16.927, 5.031], [11.145, 12.701, 7.773], [10.430, 11.688, 7.235], [13.492, 17.850, 5.433], [18.705, 15.585, 6.463], [12.605, 10.629, 4.298], [13.121, 19.208, 5.691], [10.320, 16.379, 4.430], [19.485, 16.194, 7.373], [9.078, 11.254, 7.584], [12.027, 14.774, 4.254], [10.982, 10.968, 6.168], [16.992, 17.246, 6.581], [19.005, 17.371, 8.016], [15.296, 10.099, 8.053], [14.783, 7.416, 7.820], [12.355, 13.111, 7.252], [11.817, 19.597, 5.595], [10.775, 18.708, 5.308], [12.184, 11.356, 5.589], [17.803, 17.924, 7.572], [12.857, 12.434, 6.173], [17.430, 15.999, 6.073], [13.009, 14.261, 7.952], [11.620, 20.665, 5.712], [8.662, 11.763, 8.433], [13.748, 8.147, 6.002], [20.463, 15.906, 7.708], [9.295, 16.616, 4.249], [13.156, 14.056, 9.025], [15.586, 18.898, 6.536], [13.873, 19.882, 6.033], [12.337, 13.719, 4.163], [14.041, 14.445, 7.563], [8.455, 11.432, 6.760], [11.771, 9.985, 3.924], [15.778, 7.300, 9.786], [16.187, 9.523, 9.837], [14.718, 6.393, 7.580], [10.456, 10.146, 5.751], [19.081, 14.596, 6.086], [10.833, 13.230, 8.712], [17.425, 18.794, 8.058], [12.933, 11.258, 3.433], [10.095, 14.391, 3.566], [12.462, 15.198, 7.958], [13.494, 9.996, 4.458], [9.029, 10.192, 7.840], [9.713, 19.019, 5.292]], "forces_ev_per_angstrom": [[-1.03, 1.07, -0.64], [0.19, -0.41, 0.14], [0.81, 0.27, 0.81], [-0.19, -0.95, -0.75], [-0.38, 0.25, -0.15], [1.20, -0.83, 0.66], [-1.35, -1.20, -1.89], [0.02, -0.41, -0.04], [0.44, -0.57, 0.03], [-0.60, -0.26, -1.29], [1.27, 1.62, 0.80], [0.64, 0.80, -0.20], [1.20, -1.99, 1.16], [0.07, -1.46, -0.69], [0.33, 1.43, 0.63], [-0.24, 1.51, 2.01], [0.11, -1.64, -1.16], [-1.31, 1.72, -0.12], [0.59, -2.84, -1.01], [0.31, -0.21, -0.25], [1.50, -3.20, -0.29], [-1.14, 0.58, 0.29], [-0.04, 2.41, 1.75], [-0.18, -0.54, 1.92], [1.19, -0.75, 1.29], [1.17, 1.27, -0.15], [-0.62, 1.13, -0.14], [-1.74, -0.11, -1.85], [0.17, 1.07, 1.58], [-0.43, 0.53, -0.60], [-0.05, 0.60, 0.64], [-2.14, 0.69, -0.17], [0.83, 0.15, -0.18], [-0.65, -0.76, -0.99], [0.01, -1.80, -0.82], [1.05, -0.22, -0.73], [1.02, 0.61, 0.79], [1.37, 0.11, 0.47], [-0.21, -0.41, 0.22], [-0.17, 0.46, 0.42], [0.06, -0.40, 0.39], [0.26, -0.73, -0.28], [-0.64, 0.29, -0.01], [0.02, -0.21, -0.33], [0.02, 0.91, 0.00], [0.30, 0.59, -0.10], [0.05, 0.84, -0.36], [-0.57, 0.01, 0.30], [-1.10, 0.13, -1.18], [0.69, 0.52, 0.41], [-0.26, -0.28, -0.46], [0.39, 0.54, 0.64], [-0.39, -1.07, 0.11], [-0.51, -0.54, -0.32], [-0.58, 1.13, 0.06], [-0.16, -0.55, -1.08], [-0.18, 0.66, 0.04], [-0.49, -0.01, 0.85], [-0.21, 0.49, 0.53], [-0.34, 0.08, -0.45], [-0.35, 0.08, 0.15], [0.11, 0.02, -0.24], [0.86, -0.23, -0.13]], "spin_multiplicity": 5, "lumo_energy_ha": [-0.2416, -0.2862], "charge": 2, "e_homo_ha": [-0.48469, -0.49461], "gap_ha": [0.2431, 0.2084]}



Entry 2:
{"formula": "C29H25F3NO10S5SbZr", "method": "ωB97M-V with the def2-TZVPD basis set", "symbols": ["Sb", "Zr", "S", "S", "S", "S", "S", "F", "F", "F", "O", "O", "O", "O", "O", "O", "O", "O", "O", "O", "N", "C", "C", "C", "C", "C", "C", "C", "C", "C", "C", "C", "C", "C", "C", "C", "C", "C", "C", "C", "C", "C", "C", "C", "C", "C", "C", "C", "C", "C", "H", "H", "H", "H", "H", "H", "H", "H", "H", "H", "H", "H", "H", "H", "H", "H", "H", "H", "H", "H", "H", "H", "H", "H", "H"], "coordinates": [[0.213, -1.561, -0.854], [0.200, 1.018, 1.543], [2.636, 0.456, 0.845], [3.880, 1.298, -0.604], [4.316, 3.307, -0.315], [5.132, 3.698, 1.501], [-0.747, -1.217, 2.939], [4.582, -1.799, -5.355], [-4.791, -3.055, -4.324], [1.586, -6.816, 2.234], [-0.963, -2.618, 2.714], [-4.916, 3.728, 4.075], [0.693, 1.854, 3.390], [-3.412, 1.936, -0.571], [0.098, 2.736, 5.377], [-1.067, -0.724, 4.259], [-1.315, 1.385, 0.009], [0.684, -0.808, 2.527], [-1.456, -0.347, 1.888], [0.724, 3.154, 0.247], [-1.495, 2.395, 2.308], [0.142, -5.694, 0.750], [-1.497, -3.310, -2.862], [1.028, 4.632, 2.234], [0.911, 3.228, -1.193], [-3.761, 3.287, 3.512], [-2.614, -3.616, -3.628], [3.627, -1.771, -4.387], [-3.697, -2.761, -3.573], [1.175, 4.438, 0.751], [1.331, -1.730, -3.774], [1.678, -1.722, -2.425], [0.688, 1.945, -1.962], [1.793, -3.464, 0.894], [0.663, -3.431, 0.079], [-0.115, 2.426, 4.228], [-0.164, -4.546, 0.030], [-1.464, -2.173, -2.055], [3.031, -1.717, -2.088], [-2.618, 2.475, 1.607], [4.017, -1.745, -3.066], [-2.472, 1.903, 0.207], [-3.708, -1.625, -2.793], [1.282, -5.696, 1.524], [-1.469, 2.699, 3.594], [-2.587, 3.164, 4.250], [-3.789, 2.932, 2.166], [2.117, -4.604, 1.617], [2.303, -1.759, -4.767], [-2.580, -1.338, -2.032], [-2.653, -4.495, -4.259], [1.624, 3.910, 2.787], [1.435, 5.620, 2.463], [1.281, 1.140, -1.533], [3.334, -1.664, -1.050], [1.940, 3.555, -1.350], [2.411, -2.579, 1.010], [-2.580, -0.441, -1.420], [-0.635, -3.967, -2.905], [-0.356, 1.653, -2.020], [0.236, 4.013, -1.555], [-0.012, 4.610, 2.563], [-4.697, 2.977, 1.581], [5.067, -1.719, -2.807], [-4.576, -0.979, -2.781], [-0.500, -6.565, 0.734], [2.981, -4.635, 2.267], [0.289, -1.708, -4.069], [2.231, 4.535, 0.488], [-4.762, 3.882, 5.013], [-1.077, -4.527, -0.552], [1.075, 2.111, -2.971], [2.042, -1.764, -5.818], [0.601, 5.198, 0.205], [-2.529, 3.390, 5.307]], "forces_ev_per_angstrom": [[-0.09, -0.02, 0.08], [0.14, 0.00, -0.82], [0.00, 0.01, 0.12], [0.12, 0.08, 0.04], [-0.05, -0.07, 0.07], [0.04, -0.01, -0.08], [0.06, -0.12, 0.03], [0.01, 0.00, -0.01], [-0.02, 0.00, -0.01], [0.00, -0.03, 0.01], [-0.06, 0.02, -0.08], [-0.04, 0.02, 0.03], [-0.06, -0.05, 0.03], [0.01, 0.06, -0.06], [0.08, 0.10, 0.04], [0.06, -0.08, -0.03], [-0.01, 0.02, -0.04], [0.07, 0.09, 0.24], [-0.16, 0.17, 0.24], [0.07, 0.02, 0.10], [-0.03, -0.11, 0.02], [-0.01, -0.01, 0.00], [0.00, 0.01, -0.01], [0.08, 0.00, 0.02], [-0.07, -0.07, -0.02], [0.04, -0.03, -0.02], [0.01, -0.02, -0.01], [-0.01, 0.00, 0.00], [0.01, 0.00, 0.01], [0.11, 0.00, -0.03], [0.01, 0.03, -0.01], [-0.04, 0.02, 0.01], [0.01, 0.07, -0.01], [-0.01, -0.01, 0.01], [0.04, 0.04, 0.00], [-0.19, -0.10, 0.04], [0.02, -0.01, -0.01], [0.03, 0.00, 0.04], [0.01, -0.02, -0.02], [0.00, -0.07, 0.00], [0.01, 0.00, 0.02], [-0.08, -0.09, 0.07], [-0.01, 0.02, 0.00], [-0.01, 0.01, -0.01], [0.00, -0.01, 0.00], [0.00, 0.03, 0.00], [0.02, 0.07, 0.00], [0.02, 0.01, 0.01], [-0.01, 0.00, -0.02], [0.00, -0.02, 0.01], [0.00, 0.01, 0.00], [-0.02, 0.01, -0.01], [-0.03, 0.01, -0.01], [0.02, -0.03, 0.01], [0.00, 0.00, 0.00], [-0.01, 0.03, 0.01], [-0.01, -0.01, 0.01], [0.00, 0.00, 0.00], [-0.01, 0.01, 0.00], [0.00, 0.01, 0.00], [-0.03, -0.02, 0.00], [0.00, -0.01, 0.01], [0.01, 0.00, 0.00], [-0.01, 0.00, -0.01], [0.01, -0.01, 0.00], [0.01, 0.00, 0.00], [0.00, 0.00, 0.00], [0.00, 0.00, 0.00], [-0.06, 0.02, -0.03], [-0.01, 0.00, 0.00], [0.00, 0.00, 0.00], [0.00, 0.00, 0.00], [0.01, 0.00, 0.01], [-0.01, 0.02, 0.03], [0.01, 0.00, 0.00]], "lumo_energy_ha": 0.1314, "charge": -2, "e_homo_ha": -0.04579, "gap_ha": 0.1772}



Entry 3:
{"formula": "C29H25GeN8OsSe3Te", "method": "ωB97M-V with the def2-TZVPD basis set", "symbols": ["Os", "Te", "Se", "Se", "Se", "Ge", "N", "N", "N", "N", "N", "N", "N", "N", "C", "C", "C", "C", "C", "C", "C", "C", "C", "C", "C", "C", "C", "C", "C", "C", "C", "C", "C", "C", "C", "C", "C", "C", "C", "C", "C", "C", "C", "H", "H", "H", "H", "H", "H", "H", "H", "H", "H", "H", "H", "H", "H", "H", "H", "H", "H", "H", "H", "H", "H", "H", "H", "H"], "coordinates": [[-0.685, -1.978, 0.800], [-0.065, -3.621, -1.221], [1.086, -5.156, 0.421], [2.303, -0.734, 1.993], [0.717, -4.199, 2.436], [1.630, 0.268, -0.759], [-2.903, 2.385, 2.884], [-2.354, -0.953, -0.753], [-1.169, -0.789, 2.465], [-5.187, -3.592, 2.151], [-1.350, 1.362, 4.268], [-4.589, -0.864, -1.047], [-3.946, -0.024, -1.889], [-2.581, -2.915, 1.250], [1.025, -1.003, 0.762], [5.695, -1.920, -1.990], [-4.054, -4.078, 2.725], [-0.526, 0.330, 4.459], [-0.031, 2.060, -2.413], [2.652, 3.016, -0.099], [0.628, 3.539, 1.719], [-2.802, -3.752, 2.275], [-2.616, -0.095, -1.700], [0.642, 1.011, -4.872], [-3.590, -1.433, -0.362], [5.745, -0.794, -1.188], [-0.425, -0.734, 3.591], [-0.500, 2.658, -3.570], [1.113, 0.420, -3.712], [-2.035, 0.225, 2.286], [-4.995, -2.775, 1.146], [1.721, 2.027, 0.182], [3.354, -0.553, -1.328], [0.779, 0.931, -2.466], [4.583, -0.121, -0.852], [-2.106, 1.300, 3.166], [0.706, 2.313, 1.087], [-3.732, -2.394, 0.673], [3.315, -1.699, -2.113], [1.577, 4.509, 1.445], [4.471, -2.382, -2.442], [2.588, 4.248, 0.533], [-0.164, 2.134, -4.806], [-5.877, -2.348, 0.681], [6.603, -2.453, -2.242], [-1.119, 3.543, -3.507], [-0.174, 3.726, 2.421], [3.328, 5.008, 0.311], [0.251, -1.558, 3.774], [-3.724, 2.224, 2.322], [-4.193, -4.739, 3.568], [3.430, 2.817, -0.825], [-0.531, 2.593, -5.715], [1.769, -0.434, -3.779], [-4.472, 0.521, -2.551], [-1.927, -4.170, 2.766], [-3.026, 3.024, 3.654], [0.085, 0.375, 5.349], [0.916, 0.602, -5.834], [-1.891, 0.466, -2.257], [-0.277, 2.488, -1.449], [-2.683, 0.205, 1.421], [4.630, 0.735, -0.193], [4.406, -3.284, -3.034], [6.698, -0.450, -0.810], [-0.035, 1.551, 1.298], [2.359, -2.088, -2.447], [1.526, 5.467, 1.943]], "forces_ev_per_angstrom": [[0.37, -1.55, 1.47], [-0.29, 0.25, -0.12], [0.66, -1.18, -1.17], [0.17, -0.20, 0.20], [-1.19, 2.03, 0.29], [0.49, -0.33, 0.58], [-0.27, 0.34, -0.04], [0.41, -0.75, 1.49], [0.04, 1.01, 0.07], [0.78, -0.71, 0.82], [-0.03, -0.14, -0.29], [0.50, -0.42, 0.44], [0.17, -0.47, 0.43], [-2.04, 0.80, -1.03], [-0.37, 1.03, -1.61], [0.06, -0.14, -0.03], [-1.35, 0.44, -0.57], [-0.44, 0.43, 0.02], [-0.06, 0.08, 0.10], [0.02, -0.10, -0.11], [-0.13, -0.04, 0.03], [0.63, -0.16, 0.12], [-0.11, 0.15, -0.30], [0.01, -0.03, -0.19], [0.17, 1.76, -2.10], [0.23, 0.04, 0.03], [-0.03, -0.67, -0.22], [-0.18, 0.15, -0.03], [0.03, -0.13, -0.07], [-0.05, -0.22, 0.20], [0.17, 0.60, -0.51], [0.11, -0.51, -0.41], [-0.53, 0.48, 0.19], [0.18, -0.40, 0.71], [0.00, 0.18, 0.02], [0.37, -0.25, 0.40], [-0.11, -0.15, -0.01], [0.66, -1.79, 1.99], [-0.33, 0.03, -0.13], [0.09, 0.21, 0.05], [0.10, -0.09, -0.08], [0.06, 0.16, 0.04], [-0.11, -0.02, -0.12], [0.02, 0.01, -0.08], [0.06, -0.01, 0.00], [-0.05, 0.09, 0.01], [-0.03, 0.05, 0.05], [0.01, 0.02, 0.01], [0.00, 0.09, -0.14], [0.07, 0.01, 0.07], [0.10, -0.06, 0.02], [0.11, 0.07, -0.05], [0.00, 0.06, -0.05], [0.03, -0.10, -0.06], [0.11, -0.04, 0.04], [0.15, 0.09, -0.25], [-0.03, -0.10, -0.03], [0.10, -0.12, 0.04], [0.03, -0.05, -0.09], [0.12, 0.16, -0.11], [-0.03, 0.09, 0.01], [0.20, -0.03, -0.11], [0.04, 0.07, 0.06], [0.03, -0.07, -0.05], [0.07, 0.05, 0.05], [0.01, -0.01, 0.09], [0.03, -0.09, 0.05], [0.02, 0.08, 0.01]], "lumo_energy_ha": 0.0559, "charge": -1, "e_homo_ha": -0.10466, "gap_ha": 0.1605}



Entry 4:
{"formula": "C29H25N4O5PPb", "method": "ωB97M-V with the def2-TZVPD basis set", "symbols": ["Pb", "P", "O", "O", "O", "O", "O", "N", "N", "N", "N", "C", "C", "C", "C", "C", "C", "C", "C", "C", "C", "C", "C", "C", "C", "C", "C", "C", "C", "C", "C", "C", "C", "C", "C", "C", "C", "C", "C", "C", "H", "H", "H", "H", "H", "H", "H", "H", "H", "H", "H", "H", "H", "H", "H", "H", "H", "H", "H", "H", "H", "H", "H", "H", "H"], "coordinates": [[-0.745, -0.316, -0.514], [1.594, -0.510, 1.033], [-1.202, 1.722, -1.819], [-1.984, 3.790, -1.932], [-1.743, -1.159, 1.787], [-1.721, -1.272, -2.687], [-2.821, -0.497, 3.630], [1.467, 0.012, -1.872], [-2.389, -0.500, -3.460], [-1.912, 1.349, 0.724], [2.773, -0.828, -0.158], [0.108, -4.681, 2.214], [-3.858, 1.075, -5.196], [3.196, 1.734, 4.040], [3.673, -0.758, 2.912], [-2.270, -0.260, 2.442], [-1.946, -0.272, -4.708], [2.436, 1.309, 2.963], [4.430, -0.328, 3.986], [2.334, 0.292, -4.073], [4.184, 0.912, 4.557], [1.156, -2.205, 1.539], [0.818, -2.482, 2.858], [-4.282, 0.862, -3.893], [2.662, 0.055, 2.407], [-2.129, 2.591, 0.162], [3.558, -0.238, -3.671], [-2.664, 0.496, -5.596], [3.717, -0.626, -2.359], [0.310, -3.722, 3.194], [-2.981, 2.101, 2.739], [-2.687, 3.627, 0.917], [-1.742, 2.677, -1.217], [-3.534, 0.073, -3.049], [1.326, 0.401, -3.137], [-3.094, 3.396, 2.216], [2.642, -0.474, -1.475], [0.961, -3.175, 0.557], [0.436, -4.407, 0.897], [-2.385, 1.119, 1.976], [1.229, -2.962, -0.470], [4.762, 1.236, 5.409], [-1.009, -0.744, -4.960], [0.958, -1.724, 3.617], [0.054, -3.930, 4.221], [3.847, -1.735, 2.482], [-2.281, 0.642, -6.593], [-4.439, 1.670, -5.879], [-3.815, -0.134, -2.028], [0.271, -5.150, 0.132], [3.690, -1.150, 0.130], [4.643, -1.041, -1.996], [-3.519, 4.185, 2.816], [4.383, -0.324, -4.361], [-2.812, 4.616, 0.500], [-5.196, 1.301, -3.529], [-2.780, -1.444, 3.838], [-0.307, -5.642, 2.476], [2.175, 0.609, -5.090], [1.659, 1.939, 2.553], [0.368, 0.838, -3.380], [-2.445, 4.462, -1.415], [-3.345, 1.864, 3.723], [3.012, 2.702, 4.484], [5.205, -0.964, 4.387]], "forces_ev_per_angstrom": [[-0.78, -0.33, -0.65], [1.33, -0.22, 0.98], [-0.08, 0.20, 0.24], [0.13, -0.06, -0.11], [-0.42, 0.73, 0.49], [0.46, -0.46, 0.71], [-0.14, 0.15, 0.21], [0.24, 0.07, 0.30], [-0.47, 0.41, -0.79], [0.01, -0.10, 0.03], [0.05, 0.02, 0.15], [0.00, -0.03, -0.01], [0.12, -0.12, 0.14], [0.05, 0.10, 0.12], [-0.05, 0.02, 0.02], [0.25, -1.32, -0.16], [0.16, 0.03, -0.47], [-0.07, -0.14, -0.08], [0.08, -0.06, -0.01], [-0.11, 0.01, 0.01], [-0.04, 0.06, -0.02], [-0.02, 0.21, -0.08], [0.07, 0.02, -0.05], [0.08, 0.04, -0.25], [-0.40, 0.00, -0.20], [0.18, -0.18, -0.26], [-0.14, 0.02, 0.35], [-0.18, 0.16, 0.13], [-0.09, 0.03, -0.06], [-0.07, 0.02, 0.07], [0.35, -0.80, -0.09], [-0.23, -0.05, 0.53], [-0.08, 0.00, 0.01], [-0.29, 0.14, 0.20], [0.23, 0.06, -0.46], [0.07, 0.45, -0.57], [0.12, 0.09, -0.51], [0.07, 0.22, 0.08], [-0.07, -0.11, 0.00], [-0.37, 1.04, 0.20], [0.01, -0.04, -0.09], [0.06, 0.03, 0.05], [-0.02, -0.11, 0.12], [0.00, 0.03, 0.10], [0.00, -0.08, 0.13], [0.01, -0.13, 0.04], [0.07, -0.02, -0.08], [-0.08, 0.10, -0.07], [0.04, -0.10, 0.00], [0.01, -0.10, -0.08], [-0.18, 0.00, -0.06], [0.18, -0.02, 0.00], [-0.03, 0.09, -0.02], [0.04, -0.06, -0.11], [0.01, 0.08, -0.01], [-0.09, 0.01, 0.09], [0.17, 0.08, -0.20], [-0.03, -0.10, 0.04], [-0.04, 0.10, -0.10], [-0.07, 0.08, 0.02], [-0.08, -0.01, -0.08], [0.06, -0.12, 0.01], [-0.04, -0.04, 0.11], [-0.01, 0.05, 0.01], [0.07, -0.05, 0.03]], "spin_multiplicity": 2, "lumo_energy_ha": [-0.0993, -0.0961], "charge": 1, "e_homo_ha": [-0.31160, -0.39730], "gap_ha": [0.2123, 0.3012]}



For the records above, the corresponding calculated total energy values read -129756.513, -122600.029, -304715.611, -61208.212 eV.